Record 1
Computed, not measured: a structure of composition C52H61Br2N6NaO2, with ωB97M-V/def2-TZVPD.

XYZ file:
```
124
Properties=species:S:1:pos:R:3:forces:R:3
Br -2.088363 3.749959 -0.027397 -0.031 -0.042 -0.023
Br -2.631395 -1.931663 -0.673743 0.008 -0.074 -0.168
Na 0.691575 0.194976 0.090062 -0.477 0.367 -0.241
O 1.988347 0.077919 1.875033 0.134 -0.001 0.138
O 0.959490 -0.983133 -2.194340 -0.024 0.075 0.107
N 1.543613 -1.958554 0.208583 0.265 -0.304 0.029
N -4.210396 -2.616365 5.173548 -0.093 -0.053 0.083
N -1.311200 -0.060925 1.781852 0.159 -0.005 0.038
N 0.384094 2.966114 0.985639 -0.111 0.118 -0.042
N -5.698442 -1.473152 3.958581 -0.020 -0.142 0.181
N -1.453780 0.408533 -1.541869 0.130 0.027 0.131
C -1.960550 -6.296724 -1.686119 -0.051 -0.016 0.034
C -2.222003 1.829173 -3.321209 -0.028 -0.033 0.055
C 3.060419 -3.751714 3.063021 -0.013 0.075 0.052
C 3.987816 0.809222 3.978402 0.063 0.085 -0.042
C 0.081512 -4.901285 -1.389402 0.021 0.036 -0.166
C -5.448429 -2.946344 5.689045 0.225 -0.143 0.107
C 4.585934 -5.084215 4.584148 0.044 -0.060 0.018
C 0.547737 -4.130587 -0.392974 0.064 0.067 -0.048
C 3.484807 -5.146729 3.522156 0.015 0.061 -0.029
C -3.338766 -1.159057 3.354669 -0.208 -0.108 0.122
C 0.132798 -4.385019 -2.751772 -0.081 -0.147 0.081
C -3.497016 -0.098195 -2.665843 0.044 -0.070 0.049
C 2.812701 -1.349344 3.597404 0.021 -0.058 -0.173
C -0.535418 4.939696 1.988755 -0.084 0.010 -0.058
C 0.505404 -2.633864 -4.536920 -0.051 -0.017 0.079
C 1.461299 3.122908 1.763011 -0.003 0.075 0.048
C 2.300565 -1.084607 2.265526 -0.055 -0.084 0.006
C -2.038764 -1.637387 3.426220 0.084 -0.002 -0.078
C -1.316099 1.468473 -2.334328 0.000 0.049 -0.087
C -0.565169 3.868798 1.112642 -0.013 0.072 -0.040
C -4.436799 -1.733868 4.151359 0.319 0.179 -0.237
C 0.792545 -2.184078 -1.996864 0.095 -0.109 -0.143
C 3.523336 -0.633114 5.927795 -0.006 0.036 -0.028
C -7.728803 -2.340369 5.165976 0.005 -0.006 0.033
C -0.501366 -6.693009 0.287733 0.006 -0.045 0.038
C 2.984811 -0.188956 4.564419 0.010 -0.023 0.074
C -2.563355 0.390917 1.720457 0.011 -0.008 0.058
C -7.195620 -3.883919 6.961631 -0.077 0.032 -0.037
C 0.457855 -3.126132 -3.095347 0.092 0.203 0.197
C 2.519901 -3.529411 1.830899 -0.008 0.065 -0.019
C 2.864835 4.284859 3.502295 0.070 0.056 0.014
C 2.268986 -5.863748 4.123821 -0.059 0.016 0.008
C 0.588138 5.081368 2.775569 0.093 0.031 0.076
C 1.630606 0.492059 4.807389 -0.009 0.036 0.072
C -3.601397 -0.112512 2.483196 0.042 0.087 -0.071
C 0.306505 -7.317937 -1.974948 0.016 0.004 0.029
C -1.064000 -1.053358 2.632355 -0.041 -0.011 0.070
C 4.004812 -5.981606 2.348813 0.010 -0.047 -0.011
C -6.361875 -2.228907 4.915138 -0.145 0.183 -0.172
C 0.272440 -3.771365 -5.529390 0.017 -0.035 -0.044
C -8.130740 -3.169508 6.191043 0.104 -0.052 0.053
C -2.506150 -0.349732 -1.729269 -0.114 -0.219 0.008
C -5.839288 -3.786937 6.726429 -0.061 0.029 -0.041
C 1.885477 -2.028982 -4.821037 0.072 0.043 -0.051
C 2.082227 -2.243501 1.423995 0.007 -0.037 0.004
C 3.156578 -2.630201 3.930630 -0.031 -0.124 0.023
C -0.582793 -1.579915 -4.775336 -0.044 -0.011 0.007
C -3.341025 1.017464 -3.465734 0.029 0.057 -0.094
C 1.625587 4.166897 2.668689 -0.032 -0.077 -0.080
C 1.012922 -2.783158 -0.645749 -0.167 0.072 -0.020
C -1.996555 3.056698 -4.153157 -0.030 -0.004 -0.086
C -0.510966 -6.286469 -1.183599 0.012 0.013 0.007
H -2.026346 -6.050388 -2.745235 0.014 0.019 -0.058
H 4.927591 -6.095057 4.815324 0.012 -0.006 0.006
H -0.044843 -1.413448 2.682293 0.000 0.015 -0.003
H 1.010086 -4.567232 -5.420913 0.056 -0.026 0.024
H 3.760060 4.057327 2.926066 0.014 -0.034 -0.034
H -2.064153 3.958937 -3.545266 -0.003 0.037 0.055
H -0.937399 -7.686971 0.393465 -0.013 -0.031 0.007
H -0.432660 2.073486 -2.170948 0.071 0.022 0.023
H 3.652617 1.191801 3.016401 -0.008 -0.033 0.045
H 4.357808 -6.948446 2.712516 0.011 -0.015 0.005
H -4.083943 1.246343 -4.220108 -0.021 0.022 -0.002
H 2.966212 5.291990 3.905406 0.001 0.006 0.000
H -1.355221 5.641068 2.031086 -0.010 -0.022 0.002
H -1.009103 3.046954 -4.613880 0.030 -0.016 -0.003
H 4.959232 0.332219 3.839035 0.034 -0.034 -0.005
H -0.563421 -1.267400 -5.820990 0.001 0.043 -0.044
H 1.862685 -5.304592 4.968596 0.002 0.034 0.016
H 1.189700 0.863360 3.886085 0.035 0.038 -0.062
H -0.436483 -0.707499 -4.146452 0.028 0.086 0.080
H 1.477564 -5.969835 3.379145 -0.012 0.007 -0.017
H 4.527330 -1.052997 5.859745 0.051 -0.041 -0.054
H -2.570181 -5.576197 -1.138853 0.011 0.034 0.029
H 3.577803 0.234491 6.587740 -0.007 0.017 0.010
H -1.083536 -6.007426 0.904810 -0.043 0.037 -0.010
H 4.123812 1.643965 4.666437 0.030 0.096 0.069
H -2.397910 -7.286796 -1.547826 -0.013 -0.044 0.002
H -7.549739 -4.526181 7.755492 -0.016 -0.024 0.038
H 0.354462 -3.380029 -6.544179 -0.002 0.011 -0.020
H 2.481690 -4.327035 1.108257 -0.024 -0.073 -0.078
H -1.758227 -2.461702 4.067478 0.003 -0.038 0.028
H -8.440998 -1.787318 4.571845 -0.032 0.034 -0.048
H 0.513067 -6.731596 0.689553 0.036 0.000 -0.013
H 0.666103 5.912299 3.466632 -0.010 0.002 0.006
H -3.313394 -2.924006 5.509505 -0.116 0.046 -0.028
H 0.505207 -4.461803 0.631356 -0.012 0.000 0.079
H -1.568928 -1.997287 -4.567342 -0.072 -0.024 0.018
H 2.668212 -2.778575 -4.696191 0.029 -0.049 0.012
H 1.923492 -1.674962 -5.852506 0.002 0.016 -0.056
H 2.876979 -1.371589 6.402542 -0.072 -0.023 0.033
H 4.233915 -4.644753 5.516299 -0.029 0.013 0.050
H 4.829695 -5.484966 1.837295 0.035 0.038 0.013
H 1.344624 -7.330487 -1.639968 0.023 0.010 0.019
H -4.341637 -0.762196 -2.768682 -0.014 -0.013 0.013
H 2.833723 3.589128 4.337830 -0.008 -0.071 0.088
H 0.300692 -7.111683 -3.044428 0.001 0.011 -0.045
H 2.097526 -1.192576 -4.159626 -0.012 -0.008 -0.026
H -0.110710 -8.315434 -1.830930 -0.025 -0.042 0.014
H -0.720934 -4.209774 -5.426458 -0.064 0.000 0.013
H 2.223853 2.365643 1.660243 0.082 -0.121 0.000
H 1.762892 1.320549 5.506889 -0.032 0.090 0.012
H 0.927489 -0.208877 5.261836 -0.017 -0.060 0.033
H -9.183362 -3.275516 6.411062 -0.044 -0.014 0.017
H -2.742169 1.185834 1.010242 -0.034 0.079 -0.037
H 5.444188 -4.504889 4.242728 0.028 0.020 -0.056
H -2.738320 3.131006 -4.946870 -0.004 0.005 -0.017
H 3.226064 -6.181949 1.613398 -0.044 -0.010 -0.035
H -0.143362 -5.075967 -3.535140 -0.006 -0.036 -0.049
H -5.124903 -4.340490 7.319057 0.041 -0.017 0.022
H -4.601887 0.285189 2.399659 -0.030 -0.004 -0.004
H 3.556497 -2.804617 4.915980 0.032 0.010 0.107
H 2.542946 -6.859626 4.476681 0.018 -0.064 0.020
```
Forces are in eV/Å.

Results
E, hartree: -7807.580385
Highest occupied orbital energy (alpha / beta), Ha: -0.23797 / -0.23795
HOMO-LUMO gap (alpha / beta), eV: 5.7 / 5.7
Energy above the lowest of the compared OMol25 structures with the same formula, charge and spin, kcal/mol: 0.0

---

Record 2
Computed, not measured: a structure of composition C31H49BiNO4P2, with ωB97M-V/def2-TZVPD.

XYZ file:
```
88
Properties=species:S:1:pos:R:3:forces:R:3
Bi 0.363892 -0.223951 -0.191324 -1.810 -0.058 1.483
P 1.735146 2.183641 0.253507 0.378 0.682 0.801
P 0.960370 -2.859729 -0.506954 0.004 -0.928 0.363
O -0.356978 -1.530312 3.175024 1.427 0.995 -0.249
O 2.775742 0.273676 9.086039 0.697 0.932 -2.442
O 1.139127 -0.291048 2.001233 0.153 0.020 -0.422
O 4.066217 1.689517 8.006432 -1.765 -1.776 -0.330
N 3.186130 0.796582 8.020285 1.578 1.140 3.367
C -3.709436 -1.763231 -1.310778 -0.427 -0.396 -0.316
C -0.394745 -3.822599 -1.262751 -0.486 0.021 0.047
C -3.194196 -0.466725 0.863311 0.523 -2.315 -2.639
C 2.623003 0.368272 6.783364 -1.215 -0.737 -2.079
C -3.203167 0.774304 -1.071592 -0.530 -0.757 0.892
C -3.249223 -1.590166 1.810340 -0.101 -0.369 0.341
C 1.827104 -0.299758 -4.421417 0.618 -0.220 -0.209
C -3.389489 -0.536536 -0.546938 0.338 0.642 0.899
C -2.483125 1.340242 2.548848 0.046 0.155 0.413
C 1.182262 3.009226 1.794159 -0.063 0.069 0.178
C -2.867661 0.874320 1.203556 1.551 3.308 -1.800
C 2.433813 0.532916 4.368779 -0.363 -0.439 0.168
C 1.880696 3.564142 -0.938180 -0.072 -0.110 -0.247
C 1.590796 -0.586380 6.800191 0.433 0.452 -0.056
C -0.513254 1.552689 -4.726684 -0.477 0.382 -0.432
C -1.439673 0.395837 -5.234623 -0.440 0.237 -0.355
C -1.469420 -0.879204 -4.442811 0.141 -0.528 -0.229
C -3.322812 1.204882 -2.475434 -0.029 -0.012 -0.515
C 1.365613 -0.394618 4.373051 0.499 0.432 0.828
C -0.401634 -1.672986 -4.306906 -0.356 0.082 -0.150
C 1.329136 -3.734326 1.054799 0.082 -0.051 0.034
C 2.367851 -3.156450 -1.630685 0.285 0.045 -0.047
C 3.049266 0.917069 5.557270 -0.033 -0.096 0.712
C -2.566429 3.082571 -0.117548 -0.066 0.608 -0.039
C 0.631739 -0.782398 3.110890 -1.056 -1.035 -0.419
C 3.472200 1.735059 0.619741 0.119 -0.084 -0.075
C 1.275022 0.532759 -3.306526 -0.107 0.558 0.077
C 0.965636 -0.948570 5.609283 0.198 0.124 -0.358
C -2.875179 1.642945 0.006235 -0.052 -0.956 1.882
C 0.214148 1.345362 -3.437921 0.571 -0.282 0.363
C 0.900569 -1.413712 -5.001710 0.478 -0.189 -0.174
H -4.800465 -1.879505 -1.420681 0.320 -0.152 -0.111
H -0.450231 -2.622490 -3.773347 -0.293 0.288 -0.217
H 1.294369 -1.010680 7.754945 -0.012 0.067 -0.231
H -2.391793 -1.562187 2.498632 -0.388 -0.003 -0.131
H -1.146152 0.178848 -6.277634 -0.135 -0.049 0.368
H 2.610550 4.303965 -0.578617 -0.204 -0.203 -0.085
H -2.053780 2.345145 2.503376 -0.075 -0.128 0.080
H 3.988334 1.462123 -0.313174 -0.128 0.111 0.269
H -3.473565 3.692418 0.023336 0.334 0.021 -0.062
H -1.190234 -4.012431 -0.522052 0.400 0.090 -0.199
H 2.787152 -4.161770 -1.478941 -0.203 0.226 -0.068
H -3.232034 -2.547207 1.278871 -0.075 0.133 0.156
H -4.176257 -1.558789 2.403676 0.152 -0.001 -0.022
H -3.347179 1.379257 3.223223 0.087 -0.022 0.027
H 1.352816 -4.822183 0.884503 0.014 0.334 0.044
H 2.753348 -0.781219 -4.064191 -0.291 0.242 -0.156
H 0.316947 3.657975 1.588424 0.307 -0.215 0.015
H 2.200117 3.171191 -1.915291 -0.063 0.185 0.286
H 3.509265 0.870228 1.298945 -0.091 0.294 -0.210
H -0.012799 -4.781392 -1.636701 -0.045 0.169 0.113
H 1.863013 0.485677 -2.373181 -0.474 0.188 -0.394
H -0.855139 -3.274283 -2.096693 0.193 -0.171 0.380
H 0.726295 -1.171596 -6.063236 -0.122 -0.167 0.344
H 3.856451 1.645030 5.576072 -0.170 -0.151 -0.072
H -2.468243 0.789568 -5.288445 0.413 -0.166 -0.053
H 2.132361 0.342278 -5.266421 -0.078 -0.078 0.377
H 3.986786 2.589135 1.084287 -0.085 -0.246 -0.165
H 2.049647 -3.052210 -2.679198 0.029 -0.005 0.342
H 0.562246 -3.485977 1.806877 0.240 -0.046 -0.312
H 0.900235 4.047581 -1.065297 0.308 -0.147 0.063
H -1.745104 0.657024 2.990687 -0.221 0.148 0.038
H -2.510288 1.889265 -2.759385 -0.223 -0.013 0.101
H -4.275560 1.735078 -2.648518 0.286 -0.100 0.028
H 0.161856 -1.681269 5.640086 0.145 0.214 -0.146
H 2.306791 -3.406968 1.434545 -0.257 -0.067 -0.077
H -2.167935 3.314989 -1.113309 -0.063 0.063 0.153
H 0.883261 2.259726 2.541083 0.123 0.206 -0.275
H 2.002635 3.616714 2.208033 -0.278 -0.107 -0.124
H -3.265339 -1.736873 -2.315977 -0.183 -0.081 0.277
H 3.160311 -2.421863 -1.438572 -0.159 -0.174 -0.032
H 2.790287 0.948572 3.427458 -0.175 -0.103 0.268
H 0.188870 1.781947 -5.545163 -0.005 -0.057 0.419
H 1.473696 -2.356120 -4.990261 -0.187 0.344 -0.172
H -2.460430 -1.199262 -4.105843 0.556 0.001 0.158
H -1.147330 2.450257 -4.617866 0.329 -0.321 -0.101
H -0.156595 1.938144 -2.593203 0.295 -0.205 -0.052
H -1.824740 3.410518 0.623739 -0.185 -0.018 -0.124
H -3.274086 0.359109 -3.164888 -0.217 0.170 0.194
H -3.331375 -2.658811 -0.800271 -0.122 0.154 -0.176
```
Forces are in eV/Å.

Results
E, hartree: -2463.230870
Highest occupied orbital energy (alpha / beta), Ha: -0.32951 / -0.32953
Net charge: +1
HOMO-LUMO gap (alpha / beta), eV: 3.8 / 3.8
Energy above the lowest of the compared OMol25 structures with the same formula, charge and spin, kcal/mol: 1.0

---

Q: Among the records above, which one has the lowest energy above the lowest of the compared OMol25 structures with the same formula, charge and spin?
A: C52H61Br2N6NaO2

---

Q: The lowest energy above the lowest of the compared OMol25 structures with the same formula, charge and spin belongs to which entry?
A: C52H61Br2N6NaO2